[1]
Entry from the OMol25 dataset: the molecule C17H22N2O2 (the ωB97M-V functional and the def2-TZVPD basis).

Properties
M (g mol⁻¹): 286.37
HOMO-LUMO gap (eV): 9.2
Energy above the lowest of the compared OMol25 structures with the same formula, charge and spin (eV): 4.4721
SMILES: O[C@H](COC[C@H]1CC=CCC1)Cn1cnc2ccccc21
Total charge: 0
E (Eh): -920.90174
F_max (Eh/bohr): 0.061
HOMO level (Eh): -0.308

Last column: Mulliken charge in e.
Cartesian coordinates (Å):
1 H -1.21 -3.00 -0.59  0.51
2 H 1.95 -2.85 5.04  0.41
3 H -0.78 6.10 -0.79  0.49
4 C -0.42 5.12 -0.86  -0.83
5 C -0.74 -2.08 -0.86  0.08
6 H 1.30 -1.35 -1.01  0.26
7 H 0.81 5.96 -2.49  0.39
8 H 0.22 1.87 -2.73  0.20
9 C 1.64 -4.72 3.94  -0.32
10 H -0.75 -0.96 -2.45  0.41
11 H 0.61 -4.95 0.67  0.32
12 C 0.19 4.03 -3.07  -0.49
13 H -1.13 -0.83 0.76  0.53
14 H 0.38 4.21 -4.16  0.32
15 N 1.02 -2.14 0.84  0.18
16 C -1.44 4.01 -0.70  -0.94
17 H -2.33 4.05 -1.32  0.39
18 C 1.75 -3.33 4.10  -0.70
19 H 0.00 2.68 -0.43  0.28
20 H 1.17 -3.08 -1.07  0.42
21 H -2.56 1.57 -1.38  0.39
22 H 0.38 4.96 -0.13  0.29
23 H 1.97 -5.37 4.75  0.34
24 C -0.43 2.78 -2.57  -0.41
25 C -1.72 1.52 -0.76  -1.35
26 C 1.44 -2.56 2.99  0.58
27 C -1.43 -0.88 -0.25  -0.83
28 H -1.70 4.00 0.34  0.36
29 C 1.57 -1.01 1.53  -0.10
30 H -2.58 -1.06 -0.25  0.34
31 C 1.16 -5.33 2.77  -0.76
32 C 0.31 5.06 -2.20  -0.48
33 H 2.16 -0.16 1.05  0.32
34 N 1.72 -1.20 2.82  -0.71
35 O -0.99 0.32 -0.98  -0.11
36 C 0.80 -4.55 1.67  -0.59
37 H -1.35 2.56 -3.22  0.28
38 C -0.85 2.74 -1.07  0.69
39 H -2.03 1.47 0.33  0.38
40 C 1.06 -3.14 1.78  0.59
41 O -0.85 -1.91 -2.25  -0.65
42 H 0.94 -6.34 2.80  0.47
43 C 0.75 -2.18 -0.62  -0.94

[2]
Entry from the OMol25 dataset: the molecule C17H22N2O5 (the ωB97M-V functional and the def2-TZVPD basis).

Properties
M (g mol⁻¹): 334.37
HOMO-LUMO gap (eV): 9.3
Energy above the lowest of the compared OMol25 structures with the same formula, charge and spin (eV): 0.0000
SMILES: CCC(=O)c1ccc(OC[C@@H](O)CN2C(=O)NC(C)(C)C2=O)cc1
Total charge: 0
E (Eh): -1146.78120
F_max (Eh/bohr): 0.012
HOMO level (Eh): -0.328

Last column: Mulliken charge in e.
Cartesian coordinates (Å):
1 C 0.38 -2.21 0.10  -1.39
2 H 3.64 -3.20 0.71  0.39
3 H -2.58 0.25 2.51  0.47
4 O -4.90 0.15 1.79  -0.62
5 H -5.53 -1.16 -2.21  0.33
6 H -0.17 0.83 2.32  0.49
7 N 2.09 -1.24 1.60  0.04
8 C -5.31 0.21 -0.55  -0.58
9 C 2.79 -0.11 1.38  0.09
10 C 1.86 -2.01 0.40  1.60
11 O 2.55 -1.30 -1.85  -0.66
12 H -6.35 0.09 -0.22  0.37
13 H -0.07 -2.89 0.83  0.42
14 H 1.74 -1.49 2.50  0.23
15 C 3.13 2.35 -0.61  -0.35
16 C -4.45 0.37 0.68  0.64
17 H 1.47 1.55 -1.76  0.41
18 C 1.62 2.21 -0.89  -0.95
19 C 2.60 -3.35 0.45  -1.82
20 H -3.15 1.41 -1.56  0.28
21 N 3.09 -0.07 0.01  0.31
22 H 3.18 2.46 1.33  0.52
23 C -3.03 0.75 0.49  0.29
24 H 0.27 -2.63 -0.89  0.36
25 H 1.19 3.20 -1.09  0.62
26 H -4.99 -1.92 -0.71  0.32
27 C -4.89 -1.04 -1.34  -1.06
28 C -0.84 0.93 1.48  -0.20
29 C -2.51 1.25 -0.70  -0.61
30 O 3.12 0.73 2.19  -0.71
31 O 1.01 1.66 0.26  -0.09
32 H -3.86 -0.96 -1.67  0.33
33 H 2.55 -3.83 -0.52  0.37
34 C 3.83 0.98 -0.64  -0.89
35 H 3.98 0.65 -1.67  0.47
36 O 3.38 3.05 0.57  -0.65
37 H -0.15 -1.26 0.15  0.16
38 C -2.17 0.62 1.58  -0.92
39 H 4.80 1.09 -0.14  0.24
40 H -5.24 1.09 -1.18  0.34
41 C -1.17 1.58 -0.81  -0.67
42 H -0.81 1.97 -1.75  0.44
43 C 2.52 -1.12 -0.66  0.28
44 H 2.14 -4.01 1.19  0.42
45 C -0.32 1.41 0.27  0.45
46 H 3.55 2.96 -1.41  0.48

[3]
Entry from the OMol25 dataset: the molecule C17H22N2O5S2 (the ωB97M-V functional and the def2-TZVPD basis).

Properties
M (g mol⁻¹): 398.51
HOMO-LUMO gap (eV): 9.1
Energy above the lowest of the compared OMol25 structures with the same formula, charge and spin (eV): 0.0000
SMILES: Cc1cccc(C)c1NS(=O)(=O)c1ccc(OCCNS(C)(=O)=O)cc1
Total charge: 0
E (Eh): -1943.06729
F_max (Eh/bohr): 0.018
HOMO level (Eh): -0.328

Last column: Mulliken charge in e.
Cartesian coordinates (Å):
1 C -0.31 -4.16 0.51  -0.90
2 C 3.80 1.80 -0.03  -0.84
3 H 0.78 -4.19 0.62  0.42
4 H -0.08 -0.03 -1.05  0.15
5 S -2.13 -3.58 -1.29  1.12
6 C 2.95 0.90 -0.66  -0.95
7 H -0.56 2.45 -1.69  0.47
8 H -3.37 -2.15 -2.71  0.44
9 H 0.37 0.69 -2.61  0.36
10 H 0.91 4.91 1.02  0.28
11 N -0.64 -3.22 -0.56  -0.14
12 C 2.06 3.47 -0.06  1.05
13 C -2.37 -2.09 -2.28  -0.74
14 H -0.71 -4.51 2.59  0.36
15 C -1.76 -1.04 1.16  -0.25
16 H 4.80 1.51 0.23  0.41
17 H 3.31 -0.09 -0.91  0.37
18 C 3.35 3.08 0.25  -0.79
19 H -0.67 -5.17 0.26  0.39
20 S -1.27 2.88 0.35  1.34
21 C -1.06 1.25 1.05  -0.21
22 O -3.12 -3.64 -0.26  -0.62
23 H 4.02 3.79 0.71  0.40
24 C -0.92 -3.73 1.85  -0.46
25 H -2.00 -3.61 1.75  0.39
26 H -2.48 -1.80 0.90  0.78
27 H 2.45 5.52 0.40  0.45
28 H 1.13 -0.57 2.84  0.50
29 C 0.05 0.97 1.83  -0.30
30 O -1.98 -4.71 -2.15  -0.66
31 C 0.76 0.27 -1.68  -1.36
32 H -2.28 -1.24 -1.62  0.00
33 C 1.65 1.25 -0.97  1.28
34 H 1.07 5.25 -0.68  0.35
35 C 1.60 4.87 0.19  -1.59
36 H -2.84 0.53 0.16  0.56
37 H 1.33 -0.63 -1.93  0.42
38 N -0.14 2.92 -0.90  -0.19
39 O -0.94 3.86 1.34  -0.71
40 C -1.97 0.26 0.73  -0.82
41 H -1.62 -2.08 -3.06  0.33
42 C 0.27 -0.32 2.25  -0.89
43 H 0.06 -3.24 -1.28  0.29
44 C -0.62 -1.34 1.90  0.31
45 C 1.19 2.53 -0.64  -0.09
46 O -0.29 -2.57 2.36  -0.48
47 O -2.54 2.96 -0.31  -0.74
48 H 0.73 1.77 2.09  0.51

[4]
Entry from the OMol25 dataset: the molecule C17H22N2O6 (the ωB97M-V functional and the def2-TZVPD basis).

Properties
M (g mol⁻¹): 350.37
HOMO-LUMO gap (eV): 8.7
Energy above the lowest of the compared OMol25 structures with the same formula, charge and spin (eV): 0.4839
SMILES: CCOC(=O)C1=C(C)NC(=O)N[C@@H]1c1ccc(OCCO)c(OC)c1
Total charge: 0
E (Eh): -1221.97041
F_max (Eh/bohr): 0.013
HOMO level (Eh): -0.295

Last column: Mulliken charge in e.
Cartesian coordinates (Å):
1 C -0.84 -1.89 0.08  -0.26
2 N 0.16 -3.23 -2.12  -0.09
3 H 2.58 -3.63 -2.46  0.41
4 H -1.41 -0.83 -2.42  0.40
5 C -1.48 1.25 -1.96  -0.79
6 H -1.52 1.95 3.01  0.36
7 H 3.10 -2.23 -1.50  0.23
8 C 2.50 -3.15 -1.49  -1.14
9 H 5.14 -3.01 1.53  0.31
10 C 3.59 -1.60 2.03  -0.25
11 H -2.05 5.43 -1.34  0.42
12 H -1.13 -2.01 1.13  0.57
13 H 5.34 -1.41 0.80  0.30
14 C -1.38 2.26 -1.00  0.46
15 N -1.62 -2.82 -0.71  -0.15
16 C -0.96 0.55 0.64  -0.18
17 C -2.02 4.56 -0.68  -0.57
18 H -1.37 4.78 0.17  0.24
19 O -1.51 3.53 -1.49  -0.52
20 O -4.36 3.99 -1.18  -0.52
21 O 2.77 -2.00 0.93  -0.24
22 C -1.09 1.89 0.32  0.75
23 C -1.06 -0.44 -0.33  -0.03
24 H -0.74 0.24 1.65  0.56
25 C 1.45 -1.80 1.09  0.38
26 H 0.49 -3.68 -2.96  0.26
27 O 0.99 -1.32 2.10  -0.69
28 H -1.70 1.56 -2.97  0.43
29 H 5.68 -1.64 2.52  0.42
30 C -3.44 4.28 -0.16  -0.29
31 C 5.03 -1.94 1.69  -1.25
32 C 0.64 -2.22 -0.05  -0.22
33 C -0.69 2.53 2.59  -0.95
34 O -1.92 -3.90 -2.69  -0.67
35 H -4.26 4.64 -1.88  0.33
36 H -3.77 5.15 0.43  0.33
37 H 3.26 -2.13 2.93  0.32
38 H 3.46 -0.53 2.20  0.29
39 H -2.62 -2.82 -0.57  0.28
40 O -0.94 2.89 1.26  -0.40
41 H -0.59 3.47 3.14  0.26
42 C -1.32 -0.08 -1.64  -0.77
43 H 2.93 -3.80 -0.73  0.24
44 H 0.24 1.95 2.69  0.34
45 C 1.08 -2.83 -1.17  0.90
46 C -1.21 -3.33 -1.89  0.04
47 H -3.43 3.40 0.49  0.19

[5]
Entry from the OMol25 dataset: the molecule C17H22N4S (the ωB97M-V functional and the def2-TZVPD basis).

Properties
M (g mol⁻¹): 314.46
HOMO-LUMO gap (eV): 8.6
Energy above the lowest of the compared OMol25 structures with the same formula, charge and spin (eV): 0.0000
SMILES: CCCCNC(=S)N1CCn2cccc2[C@@H]1c1cccnc1
Total charge: 0
E (Eh): -1278.21558
F_max (Eh/bohr): 0.018
HOMO level (Eh): -0.296

Last column: Mulliken charge in e.
Cartesian coordinates (Å):
1 H 4.28 -1.58 3.79  0.30
2 H -1.93 3.32 -0.96  0.54
3 H 3.18 3.68 -1.99  0.38
4 C 2.08 -1.47 1.94  -1.26
5 H 1.09 0.18 1.10  0.13
6 H -4.39 3.14 -2.03  0.44
7 C -4.09 0.99 -1.77  -0.45
8 H -4.97 0.50 -2.13  0.43
9 H 0.87 0.35 -2.41  0.36
10 C -2.07 1.13 -0.88  -1.10
11 C -0.81 0.64 -0.23  0.87
12 N -3.06 0.28 -1.25  0.13
13 H -3.12 -1.53 -0.20  0.21
14 H -1.17 -1.01 -2.49  0.27
15 C -3.77 2.32 -1.71  -0.99
16 N 2.06 2.00 -2.26  -0.66
17 H 0.53 -2.25 3.18  0.28
18 C 2.37 3.09 -1.58  -0.36
19 H 4.19 -2.33 5.39  0.36
20 H 1.80 -2.75 5.15  0.32
21 C -2.87 -1.14 -1.19  -0.67
22 H 1.22 -0.74 3.78  0.28
23 H -3.52 -1.63 -1.93  0.48
24 C 3.63 -1.75 4.65  -1.14
25 N -0.57 -0.77 -0.50  0.06
26 H 2.97 -0.84 2.01  0.39
27 C 0.33 -1.50 0.21  0.65
28 C 0.68 2.67 0.04  0.17
29 H 2.36 -2.44 1.50  0.38
30 S 0.42 -3.15 0.08  -0.47
31 N 1.16 -0.83 1.04  0.17
32 H -0.94 0.75 0.87  0.57
33 H 0.14 2.93 0.94  0.50
34 C -2.48 2.41 -1.14  -0.62
35 C 0.34 1.52 -0.67  -0.34
36 C 1.08 1.24 -1.82  0.14
37 H 2.00 4.37 0.10  0.40
38 C 1.71 3.47 -0.42  -0.61
39 C 2.37 -2.50 4.25  -0.51
40 C -1.40 -1.41 -1.50  -0.93
41 H -1.18 -2.48 -1.48  0.53
42 H 2.64 -3.44 3.76  0.31
43 C 1.46 -1.70 3.32  -0.23
44 H 3.38 -0.79 5.09  0.29

[6]
Entry from the OMol25 dataset: a structure of composition C17H22N5O5ScSe6 (the ωB97M-V functional and the def2-TZVPD basis).

Properties
M (g mol⁻¹): 895.11
HOMO-LUMO gap (eV): 4.7
Energy above the lowest of the compared OMol25 structures with the same formula, charge and spin (eV): 1.3522
Total charge: -2
E (Eh): -16480.44811
F_max (Eh/bohr): 0.023
HOMO level (Eh): -0.028

Last column: Mulliken charge in e.
Cartesian coordinates (Å):
1 C 1.46 1.83 -2.65  2.53
2 C -2.15 -0.74 0.67  0.18
3 C 0.69 -2.11 -1.07  -0.71
4 C -2.04 -2.29 -1.24  1.21
5 Se 3.20 1.35 5.48  -0.69
6 O 1.32 -0.16 -4.12  -0.63
7 O 2.12 -1.71 1.77  -0.47
8 H -5.27 -1.60 -0.42  0.37
9 H -0.41 -0.69 4.11  0.21
10 C 0.13 -2.94 -2.04  -1.01
11 H -4.08 1.37 3.17  0.43
12 Se 1.01 2.48 2.52  -0.24
13 Se 2.92 0.87 -0.12  -0.38
14 H 0.02 3.42 -2.29  0.50
15 N 1.29 -2.64 2.04  1.26
16 C 2.78 1.43 -2.00  -1.46
17 C -3.47 -2.32 -1.27  -0.91
18 H 1.76 -1.98 -0.97  0.57
19 N -1.48 -0.02 1.59  0.90
20 N 0.55 -0.38 3.95  0.11
21 H -1.62 1.31 3.16  -0.03
22 H 3.45 2.28 -2.05  0.49
23 H 2.43 2.09 -4.58  0.35
24 C 0.66 0.61 -3.10  -0.50
25 Se 3.12 1.36 3.18  -0.23
26 H 3.26 0.64 -2.59  0.32
27 C -4.19 -1.59 -0.39  -0.91
28 H 0.67 0.51 4.44  0.08
29 O 2.43 3.89 -3.65  -0.58
30 H 2.30 -1.25 4.09  0.21
31 H 1.29 3.28 -1.05  0.48
32 Se -0.66 1.81 -0.52  -0.40
33 O 0.11 -2.29 2.18  -0.48
34 C -2.17 0.71 2.44  0.22
35 H 0.83 2.84 -4.45  0.43
36 N -0.04 -1.40 -0.24  1.05
37 C -1.24 -3.02 -2.14  -0.93
38 H 1.58 -1.10 5.49  0.32
39 H -3.95 -2.93 -2.03  0.38
40 H 0.78 -3.49 -2.71  0.42
41 Sc 0.86 -0.02 1.41  0.42
42 H 0.44 0.00 -2.23  -0.46
43 O 1.65 -3.80 2.13  -0.84
44 Se -0.15 2.92 4.46  -0.70
45 H -5.35 -0.01 1.50  0.38
46 H -0.30 0.92 -3.53  0.64
47 H 2.13 -0.49 -3.73  0.38
48 C -3.58 0.74 2.44  -1.25
49 C -3.55 -0.79 0.60  1.01
50 C -1.38 -1.50 -0.29  -0.23
51 C 1.78 2.65 -3.91  -1.26
52 H -1.71 -3.64 -2.89  0.39
53 N 1.40 -1.39 4.53  -0.71
54 C -4.27 -0.01 1.53  -0.86
55 H 1.99 4.29 -2.90  0.40
56 C 0.62 2.71 -1.70  -1.77

[7]
Entry from the OMol25 dataset: the ion C17H22NO3S with charge +1 (the ωB97M-V functional and the def2-TZVPD basis).

Properties
M (g mol⁻¹): 320.43
HOMO-LUMO gap (eV): 8.7
Energy above the lowest of the compared OMol25 structures with the same formula, charge and spin (eV): 0.0000
SMILES: COc1cc(C[NH2+]c2ccc(SC)cc2)cc(OC)c1OC
Total charge: +1
E (Eh): -1339.32689
F_max (Eh/bohr): 0.051
HOMO level (Eh): -0.416

Last column: Mulliken charge in e.
Cartesian coordinates (Å):
1 H 2.25 2.22 1.12  0.46
2 H 5.14 2.47 -2.40  0.26
3 C -3.75 0.12 3.35  -0.72
4 S -5.89 -1.56 3.06  -0.04
5 C 1.57 -0.48 -1.51  0.07
6 H -0.76 1.29 0.32  0.55
7 H -0.85 2.29 1.64  0.44
8 H 1.81 0.77 -4.32  0.32
9 H -6.69 -3.81 2.44  0.34
10 C 0.26 0.59 1.90  -0.82
11 H -4.95 -3.49 1.90  0.34
12 C 2.27 -2.45 -2.55  -0.75
13 C -2.76 -0.26 0.79  -0.64
14 C -4.42 -0.75 2.50  0.39
15 H -6.34 -2.84 1.02  0.30
16 C 5.14 2.22 -1.34  -0.73
17 N -0.88 1.32 1.31  0.22
18 O 3.84 2.50 -0.79  -0.47
19 H 0.86 1.11 2.67  0.40
20 H 3.05 -2.00 -3.19  0.26
21 C -3.89 -0.98 1.23  -0.36
22 H -2.36 -0.49 -0.21  0.39
23 O 3.32 0.60 -2.90  -0.48
24 C 2.88 1.48 -0.72  -0.01
25 H 3.47 1.27 -4.78  0.28
26 C 2.72 1.30 -3.99  -0.72
27 H 2.53 2.36 -3.74  0.29
28 H -2.17 1.52 3.64  0.44
29 C 2.61 0.50 -1.70  0.58
30 H -4.39 -1.68 0.53  0.33
31 C -2.10 0.63 1.68  -0.18
32 H -4.14 0.23 4.35  0.39
33 C 2.05 1.45 0.41  -0.63
34 H 5.86 2.88 -0.87  0.30
35 C -5.95 -3.09 2.02  -0.89
36 H -0.07 -0.39 2.27  0.43
37 C 1.08 0.47 0.66  0.02
38 C -2.61 0.86 2.93  -0.49
39 O 1.24 -1.48 -2.36  -0.46
40 H 1.90 -3.34 -3.06  0.28
41 H 0.10 -1.30 -0.16  0.61
42 H 2.71 -2.72 -1.60  0.33
43 H 5.45 1.18 -1.23  0.32
44 C 0.83 -0.49 -0.31  0.08

[8]
Entry from the OMol25 dataset: a structure of composition C17H23AuN4O4PTe (the ωB97M-V functional and the def2-TZVPD basis).

Properties
M (g mol⁻¹): 702.94
HOMO-LUMO gap (spin up / spin down) (eV): 3.4 / 3.4
Energy above the lowest of the compared OMol25 structures with the same formula, charge and spin (eV): 2.4250
Total charge: +1
E (Eh): -1926.41613
F_max (Eh/bohr): 0.056
HOMO level (spin up / spin down) (Eh): -0.354 / -0.354

Last column: Mulliken charge in e.
Cartesian coordinates (Å):
1 H -3.24 2.56 1.66  0.52
2 H 0.08 -2.52 6.05  0.32
3 C 2.13 -0.74 -3.43  -0.78
4 C -4.69 4.70 0.48  -0.79
5 C 2.91 -1.82 -0.04  -0.98
6 N -0.85 -0.45 -1.31  0.34
7 H 4.84 1.21 -2.90  0.44
8 H 3.22 2.41 -1.49  0.46
9 O 1.23 -0.88 1.44  -0.30
10 O 0.00 -1.70 3.54  -0.28
11 N -0.71 -1.65 -3.13  -0.07
12 H -4.77 4.96 1.53  0.34
13 H 3.06 -1.54 2.10  0.26
14 C 1.59 1.08 -1.88  0.48
15 P -0.21 -1.32 2.02  0.77
16 H 1.84 -1.62 -3.97  0.30
17 C -1.46 3.71 -0.72  -0.67
18 O 0.78 1.83 -1.21  -0.62
19 H 1.61 -2.86 4.10  0.23
20 C 3.82 0.86 -2.83  -0.66
21 H 4.13 -0.79 -4.17  0.43
22 H -1.20 -3.37 5.20  0.34
23 H 3.76 -2.51 -0.06  0.47
24 H 3.25 -0.82 -0.29  0.16
25 H -0.57 3.68 -1.31  0.51
26 C 2.31 -1.82 1.36  -0.28
27 C 3.42 -0.27 -3.55  -0.69
28 C 1.21 -0.11 -2.59  0.75
29 N -3.41 4.12 0.20  0.13
30 H -0.38 -2.03 -4.00  0.21
31 Te -0.98 -3.23 0.75  -0.03
32 C 0.52 -2.95 3.99  0.02
33 H -5.49 4.00 0.22  0.32
34 C -1.88 -1.98 -2.53  -0.38
35 H 0.27 -4.24 5.69  0.39
36 C -0.09 -0.70 -2.36  0.27
37 C -2.82 3.09 0.83  -0.45
38 O -1.06 -0.09 2.01  -0.84
39 H 2.17 -2.14 -0.77  0.16
40 N -1.65 2.83 0.29  -0.24
41 C 2.94 1.51 -2.02  -0.49
42 C -0.13 -3.29 5.32  -1.38
43 C -2.55 4.52 -0.79  -0.33
44 H -2.76 -1.12 -0.68  0.55
45 H -2.57 -2.70 -2.94  0.45
46 H 1.93 -2.83 1.58  0.43
47 H -2.78 5.33 -1.45  0.42
48 H -4.81 5.60 -0.12  0.28
49 C -1.96 -1.22 -1.39  -0.91
50 H 0.31 -3.74 3.25  0.26
51 Au -0.31 1.03 0.33  1.14